1.
This record from the Open Molecules 2025 dataset describes C24H19N6O4PtS as an isolated structure. The level of theory is ωB97M-V with the def2-TZVPD basis set.

Spin multiplicity   1
Relative energy (zero: lowest compared OMol25 entry of this formula, charge and spin)   0.0 kcal per mole
E_HOMO   -4.787 eV
Gap between HOMO and LUMO   7.58 eV
Max |F|   0.9 eV Å⁻¹
Charge   -1

```
55
Properties=species:S:1:pos:R:3:nbo_charge:R:1
Pt 0.57 -0.50 0.28 0.9258
O 0.85 -2.45 0.11 -0.6875
C 1.43 -3.12 1.07 0.3878
C 1.14 -4.50 1.16 -0.2424
C 1.80 -5.31 2.05 -0.1993
C 2.77 -4.79 2.92 -0.2995
C 3.03 -3.44 2.88 -0.1478
C 2.37 -2.58 1.99 -0.2265
C 2.68 -1.17 2.10 0.1061
N 2.09 -0.23 1.45 -0.2657
N 2.50 1.07 1.68 -0.4415
C 1.59 1.88 1.19 0.5323
O 0.53 1.52 0.57 -0.6596
C 1.81 3.34 1.34 -0.0220
C 1.06 4.22 0.57 -0.2031
C 1.24 5.59 0.69 -0.2222
C 2.16 6.09 1.60 -0.2182
C 2.91 5.22 2.37 -0.2258
C 2.74 3.85 2.25 -0.2019
H 0.36 -4.89 0.51 0.2208
H 1.55 -6.36 2.09 0.2003
H 3.29 -5.44 3.61 0.2008
H 3.76 -3.01 3.56 0.1962
H 3.45 -0.86 2.79 0.1907
H 0.33 3.81 -0.12 0.2408
H 0.65 6.27 0.08 0.2049
H 2.29 7.16 1.70 0.2018
H 3.63 5.61 3.08 0.2034
H 3.32 3.15 2.84 0.2320
N -0.08 -5.36 -5.66 -0.8070
C -0.52 -4.56 -4.60 0.1700
C -1.73 -3.86 -4.70 -0.3125
C -2.19 -3.11 -3.63 -0.0744
C -1.46 -3.05 -2.45 -0.3921
C -0.26 -3.74 -2.35 -0.1643
C 0.20 -4.49 -3.41 -0.2745
S -2.08 -2.12 -1.07 2.3428
O -3.46 -1.83 -1.37 -0.9599
O -1.81 -2.87 0.12 -0.9540
N -1.18 -0.75 -0.97 -0.9371
C -1.33 0.19 -1.98 0.5624
N -2.12 -0.08 -3.03 -0.5081
C -2.30 0.88 -3.93 0.0908
C -1.70 2.12 -3.84 -0.3819
C -0.82 2.26 -2.77 0.0898
N -0.62 1.33 -1.87 -0.4754
H -0.42 -5.08 -6.57 0.3687
H 0.91 -5.53 -5.67 0.3705
H -2.30 -3.91 -5.62 0.1967
H -3.11 -2.56 -3.69 0.2366
H 0.31 -3.66 -1.43 0.2688
H 1.14 -5.03 -3.33 0.1998
H -2.94 0.63 -4.77 0.1770
H -1.87 2.90 -4.57 0.2089
H -0.24 3.17 -2.64 0.1779
```



2.
This record from the Open Molecules 2025 dataset describes one molecule with the formula C4H12N2O2 at a distorted geometry. The level of theory is ωB97M-V with the def2-TZVPD basis set.

Spin multiplicity   1
Relative energy (zero: lowest compared OMol25 entry of this formula, charge and spin)   32.8 kcal per mole
E_HOMO   -8.812 eV
Gap between HOMO and LUMO   9.58 eV
Max |F|   4.5 eV Å⁻¹
SMILES string   CC(N)(N)C(C)(O)O

```
20
Properties=species:S:1:pos:R:3:nbo_charge:R:1
C -0.82 -0.03 0.08 0.5005
C 0.70 0.02 -0.03 0.2544
C -1.45 0.48 -1.35 -0.6591
C 1.13 -0.59 1.48 -0.6787
N 1.14 -0.78 -1.12 -0.8481
N 1.24 1.33 -0.14 -0.8506
O -1.34 -1.32 0.24 -0.7312
O -1.25 0.85 1.09 -0.7359
H -1.08 -1.64 1.11 0.4774
H -2.20 1.00 0.96 0.4812
H 0.73 -1.71 -1.09 0.3792
H 2.15 -0.84 -1.14 0.3739
H 1.20 1.68 -1.09 0.3710
H 0.78 1.97 0.50 0.3809
H -1.28 1.54 -1.47 0.2067
H -0.98 -0.08 -2.15 0.2333
H -2.52 0.27 -1.33 0.2067
H 2.15 -0.25 1.64 0.2223
H 0.56 -0.23 2.33 0.2202
H 1.12 -1.68 1.44 0.1960
```



3.
This record from the Open Molecules 2025 dataset describes one molecule with the formula C21H24BNO5 at a distorted geometry. The level of theory is ωB97M-V with the def2-TZVPD basis set.

Spin multiplicity   1
E_HOMO   -8.977 eV
Gap between HOMO and LUMO   8.08 eV
Max |F|   2.0 eV Å⁻¹
SMILES string   [H]/N=C(\C)Cc1c(CCOCC)c(B(O)OC)cc2c1C(=O)C(CC#C)=CC2=O

```
52
Properties=species:S:1:pos:R:3:nbo_charge:R:1
C -5.85 2.15 1.09 -0.2235
C -5.66 1.65 0.00 -0.0156
C -5.41 0.76 -1.19 -0.4972
C -3.92 0.38 -1.43 -0.0202
C -3.48 0.41 -2.70 -0.2417
C -2.06 0.03 -3.12 0.5310
O -1.76 0.00 -4.30 -0.5250
C -1.07 -0.29 -2.00 -0.1311
C 0.27 -0.55 -2.37 -0.1663
C 1.29 -0.82 -1.39 -0.4006
B 2.79 -1.14 -1.88 1.2492
O 3.27 -2.45 -1.95 -0.9397
O 3.60 -0.05 -2.20 -0.7562
C 3.14 0.72 -3.34 -0.2455
C 0.88 -0.83 0.00 0.1664
C 1.98 -1.16 1.03 -0.4875
C 3.05 -0.03 1.21 -0.0619
O 2.53 1.29 1.01 -0.5508
C 3.34 2.17 1.81 -0.0617
C 3.15 3.67 1.42 -0.6353
C -0.50 -0.58 0.37 0.0176
C -0.84 -0.64 1.88 -0.5094
C -0.95 -2.14 2.30 0.3394
C -1.33 -2.61 3.73 -0.6926
N -0.68 -3.04 1.43 -0.6451
C -1.51 -0.31 -0.62 -0.0653
C -2.98 -0.06 -0.27 0.5231
O -3.48 -0.22 0.82 -0.5150
H -5.94 2.82 1.94 0.2415
H -5.74 1.33 -2.10 0.2413
H -6.02 -0.18 -1.20 0.2556
H -4.18 0.71 -3.51 0.2222
H 0.54 -0.54 -3.45 0.2286
H 3.04 -2.87 -2.79 0.5110
H 3.99 1.22 -3.84 0.2051
H 2.36 1.43 -2.97 0.1928
H 2.61 0.02 -4.03 0.1619
H 2.54 -2.07 0.69 0.2392
H 1.57 -1.42 2.03 0.2201
H 3.49 -0.08 2.24 0.1782
H 3.87 -0.22 0.47 0.1771
H 3.09 2.03 2.89 0.1609
H 4.43 1.92 1.70 0.1670
H 2.13 3.79 0.99 0.2247
H 3.25 4.32 2.32 0.2136
H 3.91 3.96 0.66 0.2109
H -1.72 -0.03 2.18 0.2679
H 0.04 -0.21 2.42 0.2281
H -2.05 -3.46 3.60 0.2286
H -1.79 -1.78 4.32 0.2241
H -0.44 -3.05 4.23 0.2290
H -0.78 -3.97 1.86 0.3311
```